The following is a quantum chemistry calculation of a 9-piece molecular cluster, C90H195N8O2 overall at a distorted geometry, from OMol25.

## Properties
orbital gap	8.95	eV
maximum force	4.3	eV/A
total charge	+7
HOMO	-0.7276	hartree

Each line ends with the Löwdin charge.
Element x y z (Å)
C (-0.08086, 0.04937, -0.61460)  -0.023
C (-0.38550, -0.77178, 0.66139)  -0.765
O (-0.58746, -0.03169, 1.62659)  -0.071
O (-0.13535, -1.99640, 0.67134)  -0.059
H (-0.90233, -0.03284, -1.32631)  0.042
H (0.85034, -0.31735, -1.04642)  0.056
H (0.10679, 1.08191, -0.32007)  0.047
C (-6.90649, 0.18411, -0.87775)  -0.085
C (-6.23272, 0.05524, -2.27625)  -0.211
C (-5.49629, -1.32022, -2.39716)  -0.180
C (-4.95537, -1.61136, -3.83452)  -0.072
N (-4.35063, -3.06006, -4.02388)  -0.167
C (-5.37156, -4.18025, -3.72788)  -0.066
C (-5.34848, -5.11546, -4.99073)  -0.129
C (-5.16242, -4.16595, -6.14679)  -0.133
C (-4.19494, -3.18163, -5.51126)  -0.160
C (-2.98131, -3.42087, -3.33495)  -0.059
C (-1.86253, -2.32464, -3.43436)  -0.188
C (-0.51813, -2.80704, -2.85925)  -0.099
H (-7.15162, 1.20906, -0.59941)  0.055
H (-6.29866, -0.18165, -0.05019)  0.039
H (-7.87294, -0.31963, -0.85982)  0.088
H (-5.50162, 0.84934, -2.42791)  0.081
H (-7.04283, 0.16590, -2.99706)  0.117
H (-6.07439, -2.15402, -1.99883)  0.118
H (-4.62496, -1.15789, -1.76270)  0.090
H (-4.32237, -0.84244, -4.27743)  0.124
H (-5.95246, -1.59817, -4.27467)  0.135
H (-5.07380, -4.76135, -2.85509)  0.129
H (-6.37946, -3.77931, -3.62069)  0.135
H (-4.55069, -5.85812, -4.98093)  0.125
H (-6.30874, -5.62682, -5.05790)  0.134
H (-4.77910, -4.70298, -7.01440)  0.138
H (-6.00819, -3.57963, -6.50597)  0.131
H (-3.14823, -3.36417, -5.75452)  0.128
H (-4.26543, -2.24639, -6.06664)  0.129
H (-2.79314, -4.48167, -3.50045)  0.141
H (-3.38510, -3.42587, -2.32251)  0.115
H (-2.12624, -1.44515, -2.84696)  0.085
H (-1.55835, -2.07737, -4.45143)  0.108
H (0.31724, -2.19482, -3.19901)  0.057
H (-0.27000, -3.83263, -3.13253)  0.078
H (-0.42278, -2.87625, -1.77563)  0.059
C (-5.55358, -0.97035, 3.14323)  -0.099
C (-4.99291, -1.74871, 1.98948)  -0.238
C (-3.57713, -2.43998, 2.19136)  -0.172
C (-3.56148, -3.60751, 3.11004)  -0.068
N (-2.08099, -3.98443, 3.62307)  -0.150
C (-1.23979, -4.62040, 2.42405)  -0.075
C (-1.15443, -6.08927, 2.70238)  -0.157
C (-2.17526, -6.42062, 3.82966)  -0.112
C (-2.15410, -5.11730, 4.62940)  -0.114
C (-1.41316, -2.78008, 4.30533)  -0.108
C (-2.12869, -2.23702, 5.54530)  -0.201
C (-1.05091, -2.02299, 6.62097)  -0.084
H (-4.84370, -0.14793, 3.23144)  0.052
H (-5.49320, -1.46333, 4.11351)  0.080
H (-6.58291, -0.68367, 2.92785)  0.083
H (-4.77073, -1.12059, 1.12681)  0.068
H (-5.80541, -2.44797, 1.79202)  0.116
H (-2.79706, -1.68709, 2.30422)  0.097
H (-3.36773, -2.85784, 1.20665)  0.101
H (-4.11702, -4.43066, 2.66070)  0.147
H (-4.02041, -3.37098, 4.07001)  0.112
H (-0.23340, -4.20186, 2.41397)  0.101
H (-1.72857, -4.40478, 1.47394)  0.118
H (-0.16619, -6.33207, 3.09293)  0.107
H (-1.34695, -6.54040, 1.72897)  0.121
H (-1.90938, -7.37416, 4.28592)  0.130
H (-3.20255, -6.56609, 3.49558)  0.115
H (-1.39634, -5.13834, 5.41263)  0.146
H (-3.09913, -4.98820, 5.15699)  0.129
H (-1.27827, -2.16470, 3.41583)  0.101
H (-0.42359, -3.18268, 4.52155)  0.129
H (-2.94189, -2.82812, 5.96651)  0.114
H (-2.57177, -1.25898, 5.35766)  0.091
H (-1.40862, -1.54950, 7.53528)  0.086
H (-0.33578, -1.27734, 6.27355)  0.064
H (-0.42362, -2.89430, 6.80916)  0.083
C (3.45104, 5.60639, 7.17013)  -0.093
C (2.20588, 5.56822, 6.38034)  -0.290
C (1.84320, 4.20443, 5.88566)  -0.186
C (0.64641, 4.37272, 4.92053)  -0.051
N (0.07828, 3.02111, 4.26330)  -0.157
C (-0.67997, 3.42496, 3.01255)  -0.139
C (0.24240, 4.03254, 1.91987)  -0.123
C (1.59984, 3.23085, 2.16735)  -0.105
C (1.27100, 2.37337, 3.46175)  -0.069
C (-0.54464, 2.03695, 5.21664)  -0.072
C (-1.87409, 2.68798, 5.78518)  -0.194
C (-2.79949, 1.83950, 6.62717)  -0.083
H (4.35344, 5.34570, 6.61712)  0.059
H (3.26743, 4.91387, 7.99160)  0.098
H (3.67916, 6.62658, 7.47880)  0.100
H (2.21222, 6.28072, 5.55547)  0.122
H (1.49177, 5.89366, 7.13680)  0.130
H (1.70182, 3.44783, 6.65745)  0.126
H (2.69412, 3.82224, 5.32178)  0.102
H (1.02678, 5.05912, 4.16404)  0.115
H (-0.23016, 4.87118, 5.33437)  0.131
H (-1.09028, 2.52715, 2.55031)  0.114
H (-1.46800, 4.15656, 3.19107)  0.127
H (-0.15708, 3.90240, 0.91410)  0.092
H (0.37987, 5.09007, 2.14531)  0.105
H (1.73325, 2.69895, 1.22535)  0.095
H (2.29547, 4.05615, 2.31925)  0.101
H (1.08388, 1.34305, 3.15922)  0.110
H (2.08174, 2.24688, 4.17925)  0.112
H (0.17152, 1.80573, 6.00516)  0.132
H (-0.68034, 1.11189, 4.65633)  0.127
H (-2.38966, 2.96918, 4.86691)  0.085
H (-1.68189, 3.64039, 6.27923)  0.110
H (-3.76359, 2.20438, 6.98140)  0.087
H (-2.26254, 1.29557, 7.40430)  0.084
H (-3.22467, 1.02158, 6.04551)  0.052
C (3.16709, 3.52773, -2.45368)  -0.104
C (1.79884, 3.00447, -2.85972)  -0.281
C (0.78523, 4.06448, -2.61074)  -0.177
C (-0.28286, 3.86290, -3.77459)  -0.030
N (-1.72599, 4.29372, -3.29350)  -0.167
C (-2.32858, 3.38896, -2.19218)  -0.100
C (-2.43785, 2.06656, -2.92857)  -0.149
C (-2.94006, 2.41587, -4.35786)  -0.149
C (-2.68840, 3.86435, -4.44204)  -0.099
C (-1.86246, 5.74755, -2.86825)  -0.105
C (-1.38192, 6.87609, -3.78559)  -0.225
C (-1.36111, 8.21904, -3.12061)  -0.098
H (4.01813, 2.94315, -2.80311)  0.075
H (3.10543, 3.41563, -1.37122)  0.055
H (3.37590, 4.51503, -2.86568)  0.093
H (1.52683, 2.14325, -2.24947)  0.097
H (1.88874, 2.95966, -3.94508)  0.120
H (1.23179, 5.05704, -2.55139)  0.122
H (0.35243, 3.85507, -1.63251)  0.089
H (-0.26978, 2.81898, -4.08790)  0.118
H (0.01393, 4.51993, -4.59210)  0.136
H (-3.22900, 3.69366, -1.65881)  0.124
H (-1.65557, 3.41768, -1.33525)  0.102
H (-3.25071, 1.43514, -2.56986)  0.091
H (-1.50713, 1.50518, -2.84670)  0.095
H (-3.97645, 2.16695, -4.58596)  0.125
H (-2.32703, 1.87018, -5.07516)  0.121
H (-3.67081, 4.28287, -4.22337)  0.145
H (-2.32661, 4.26585, -5.38861)  0.151
H (-1.21388, 5.88713, -2.00340)  0.127
H (-2.91651, 5.71717, -2.59228)  0.137
H (-2.04029, 7.07634, -4.63091)  0.127
H (-0.36725, 6.64378, -4.10896)  0.108
H (-0.93291, 8.95794, -3.79794)  0.099
H (-0.97837, 8.37065, -2.11134)  0.084
H (-2.38570, 8.57458, -3.01146)  0.089
C (-3.35840, 1.60557, 0.81387)  -0.074
C (-4.19336, 2.88108, 1.12407)  -0.234
C (-5.39771, 2.83946, 2.11002)  -0.168
C (-6.14504, 4.17836, 2.23544)  -0.103
N (-7.47492, 4.13636, 3.05901)  -0.174
C (-7.10534, 3.58639, 4.45317)  -0.081
C (-8.05039, 4.32818, 5.39229)  -0.139
C (-8.76426, 5.46363, 4.64570)  -0.141
C (-7.95359, 5.55753, 3.42293)  -0.116
C (-8.60875, 3.37989, 2.40778)  -0.078
C (-8.93529, 3.82332, 0.92607)  -0.195
C (-10.04670, 3.03423, 0.20765)  -0.087
H (-2.37435, 1.87583, 0.43086)  0.048
H (-3.87393, 1.02110, 0.05182)  0.060
H (-3.31848, 1.07255, 1.76382)  0.064
H (-4.52268, 3.28969, 0.16872)  0.086
H (-3.54118, 3.69972, 1.42835)  0.093
H (-5.01357, 2.53535, 3.08369)  0.101
H (-6.09570, 2.09428, 1.72843)  0.101
H (-6.37712, 4.54500, 1.23553)  0.118
H (-5.48059, 5.00632, 2.48259)  0.135
H (-7.04851, 2.50061, 4.53037)  0.139
H (-6.15104, 4.07745, 4.64363)  0.126
H (-8.88690, 3.67774, 5.64780)  0.124
H (-7.57579, 4.65543, 6.31736)  0.131
H (-9.81749, 5.28602, 4.42831)  0.133
H (-8.53072, 6.28725, 5.32039)  0.140
H (-8.38694, 6.07986, 2.57001)  0.140
H (-7.13516, 6.22372, 3.69580)  0.143
H (-9.43963, 3.46376, 3.10828)  0.143
H (-8.32912, 2.33027, 2.31716)  0.123
H (-8.08363, 3.62031, 0.27679)  0.086
H (-9.22013, 4.87517, 0.95033)  0.110
H (-10.07974, 3.30225, -0.84837)  0.083
H (-11.05146, 3.32959, 0.50984)  0.087
H (-9.98571, 1.94623, 0.23295)  0.074
C (3.12470, -0.83469, -3.22571)  -0.106
C (4.63465, -1.00649, -3.44489)  -0.226
C (5.14196, -1.88961, -4.64322)  -0.145
C (4.75278, -1.39331, -6.06448)  -0.106
N (5.15609, -2.28313, -7.26733)  -0.177
C (6.60594, -2.63498, -7.20312)  -0.133
C (7.32311, -1.43349, -7.66946)  -0.199
C (6.65037, -0.93895, -8.85989)  -0.129
C (5.18846, -1.52757, -8.67351)  -0.008
C (4.18721, -3.52152, -7.26021)  -0.065
C (2.81045, -3.16088, -7.88883)  -0.237
C (1.81499, -4.31088, -7.74884)  -0.087
H (2.65141, -1.67174, -2.71243)  0.073
H (2.68758, -0.51185, -4.17059)  0.066
H (2.98448, 0.13586, -2.74981)  0.037
H (5.00310, -1.49356, -2.54206)  0.099
H (5.08741, -0.02045, -3.34082)  0.102
H (4.66335, -2.86618, -4.57020)  0.101
H (6.22895, -1.96976, -4.65501)  0.109
H (5.29103, -0.44836, -6.13827)  0.129
H (3.67651, -1.22622, -6.10717)  0.105
H (6.64762, -3.44342, -7.93305)  0.146
H (7.00563, -3.05495, -6.28010)  0.141
H (8.38986, -1.57932, -7.83942)  0.150
H (7.25177, -0.64417, -6.92114)  0.119
H (7.13143, -1.32291, -9.75947)  0.134
H (6.68839, 0.13906, -9.01661)  0.130
H (5.01694, -2.29096, -9.43240)  0.131
H (4.38312, -0.79397, -8.63672)  0.130
H (4.12078, -3.93465, -6.25373)  0.121
H (4.65538, -4.19032, -7.98245)  0.136
H (2.88077, -2.95319, -8.95655)  0.113
H (2.43907, -2.26078, -7.39894)  0.095
H (1.76253, -4.50800, -6.67810)  0.070
H (2.18114, -5.11590, -8.38602)  0.092
H (0.79376, -4.21223, -8.11689)  0.082
C (4.01610, 0.58834, -0.11048)  -0.095
C (4.31773, 0.90234, 1.38186)  -0.217
C (4.81676, 2.33102, 1.69255)  -0.164
C (6.27868, 2.58663, 1.13113)  -0.023
N (6.74546, 4.15323, 1.04719)  -0.182
C (8.09571, 4.30133, 0.35906)  -0.093
C (8.11930, 5.57506, -0.37035)  -0.159
C (6.67227, 6.00437, -0.52312)  -0.117
C (5.83997, 4.82168, 0.06744)  -0.116
C (6.59197, 4.80761, 2.41776)  -0.119
C (7.49055, 4.34328, 3.55631)  -0.210
C (7.02439, 4.96647, 4.90090)  -0.073
H (3.32066, 1.27808, -0.58871)  0.049
H (3.64049, -0.41067, -0.33184)  0.063
H (4.97961, 0.43869, -0.59767)  0.066
H (4.94500, 0.12972, 1.82649)  0.118
H (3.34172, 0.64401, 1.79268)  0.088
H (4.55878, 2.57338, 2.72348)  0.106
H (4.20828, 3.07522, 1.17873)  0.064
H (6.50060, 2.20377, 0.13500)  0.116
H (7.02287, 2.04412, 1.71419)  0.126
H (8.82134, 4.44284, 1.16003)  0.141
H (8.25371, 3.53460, -0.39940)  0.148
H (8.52412, 6.46241, 0.11630)  0.134
H (8.67660, 5.41070, -1.29258)  0.137
H (6.45154, 6.98590, -0.10363)  0.124
H (6.42282, 6.08468, -1.58115)  0.117
H (4.92931, 5.04139, 0.62469)  0.121
H (5.60771, 4.07559, -0.69250)  0.117
H (5.54427, 4.63776, 2.66594)  0.114
H (6.78306, 5.87931, 2.36254)  0.150
H (8.53022, 4.65217, 3.44780)  0.120
H (7.41901, 3.26183, 3.67228)  0.108
H (7.62573, 4.64710, 5.75207)  0.095
H (6.05432, 4.54190, 5.15938)  0.050
H (6.97398, 6.05302, 4.83051)  0.090
C (2.56499, -3.65868, 1.12962)  -0.073
C (3.60974, -4.35486, 2.07811)  -0.247
C (4.11744, -5.67740, 1.65922)  -0.196
C (3.02834, -6.71762, 1.60953)  -0.122
N (3.58590, -8.11023, 1.25536)  -0.196
C (4.25191, -8.88956, 2.40583)  -0.103
C (3.99146, -10.32964, 2.17678)  -0.158
C (2.60275, -10.34120, 1.52868)  -0.107
C (2.29138, -8.86501, 0.96437)  -0.068
C (4.58521, -8.18700, 0.10945)  -0.079
C (4.05929, -7.49078, -1.19129)  -0.221
C (5.17508, -6.91486, -2.06286)  -0.087
H (1.59144, -4.13023, 1.26359)  0.039
H (2.88412, -3.70693, 0.08850)  0.071
H (2.35574, -2.64538, 1.47248)  0.060
H (3.21496, -4.26024, 3.08969)  0.109
H (4.43996, -3.74665, 2.43715)  0.110
H (4.73695, -6.12968, 2.43366)  0.133
H (4.66547, -5.60882, 0.71951)  0.115
H (2.38365, -6.58540, 0.74062)  0.113
H (2.52832, -6.82514, 2.57208)  0.139
H (5.33883, -8.84532, 2.47478)  0.146
H (3.78173, -8.60096, 3.34590)  0.145
H (4.68721, -10.74219, 1.44615)  0.119
H (3.89456, -11.02123, 3.01369)  0.143
H (2.49232, -10.99444, 0.66312)  0.120
H (1.86104, -10.58405, 2.28959)  0.116
H (2.09152, -8.83784, -0.10681)  0.123
H (1.41726, -8.54718, 1.53270)  0.118
H (4.85051, -9.22353, -0.09871)  0.147
H (5.45781, -7.65039, 0.48188)  0.126
H (3.40925, -6.63815, -0.99491)  0.094
H (3.54945, -8.26024, -1.77103)  0.114
H (4.68663, -6.34670, -2.85451)  0.071
H (5.76531, -7.61907, -2.64922)  0.089
H (5.83181, -6.37450, -1.38108)  0.076

Cartesian forces, eV/Å:
0.1150 -0.4542 -0.1779
2.2062 -0.0112 -0.6309
-1.1414 0.7688 2.0538
-0.8826 -0.1709 -0.3186
0.0821 0.1014 -0.2215
-0.1298 -0.2234 -0.3175
-0.3531 0.1524 -0.0819
0.0311 0.2048 -0.1769
-0.5331 -0.8975 0.7167
1.7887 1.1894 0.0605
-1.6485 -1.0695 2.0222
-0.3899 0.4407 -1.5058
0.3093 -1.1660 -0.8276
-1.2365 0.4719 0.6952
0.4987 0.2559 0.3943
1.8190 0.9271 -2.6538
-1.7584 1.9942 1.3528
0.5292 -1.4606 0.1013
0.4169 -0.9888 0.6439
0.1195 0.2827 -0.3670
0.1340 -0.2589 -0.1526
0.1497 -0.3074 -0.0318
-0.0106 0.1024 -0.0987
0.2026 0.0138 -0.3178
-0.1130 0.0772 -0.1796
0.1080 -0.4522 0.5299
0.1725 -0.3482 0.2112
0.5033 -0.5006 -1.4446
-0.0760 0.4790 0.2187
0.2650 0.2430 0.1239
0.0115 0.0897 0.2276
0.1220 -0.2379 0.1812
0.3040 0.3057 0.0316
-0.4997 -0.5033 0.3718
0.1183 -0.8433 0.4497
-0.5218 0.5334 0.7242
0.4032 0.3098 -0.8786
0.6910 0.0993 0.5423
-0.4444 0.1208 -0.3717
-0.8688 0.2226 -0.2379
-0.1902 0.1792 -0.0866
-0.1500 -0.0919 -0.6203
-0.4716 0.5574 0.2552
1.2707 0.7703 0.3054
0.8144 -1.3957 0.3723
-1.0024 0.3265 -1.6461
1.2238 0.2648 2.2040
-0.4210 -1.2825 -0.7030
-0.1620 1.2358 1.0017
-0.7393 -0.4443 0.1475
0.0345 0.4091 -1.1550
-1.4107 -0.9603 0.4908
-0.3990 -1.2698 -1.8219
0.7655 0.5327 0.4527
0.4095 0.8118 -0.1099
-0.5413 0.8096 0.3711
-0.2850 -0.3842 -0.1410
0.1559 0.3263 0.2277
-0.6276 0.1287 -0.0408
0.4973 -0.5791 -0.8322
-0.1184 0.0848 0.5143
0.1912 0.1134 -0.2914
0.6284 -0.4258 0.2189
-0.2911 -0.0127 -0.0857
-0.3721 0.5905 0.0097
-0.0367 0.3387 0.3289
0.0471 -0.1841 -0.2659
0.1703 -0.7756 0.3532
0.1023 0.4785 0.6415
0.0908 -0.0405 -0.4988
0.4820 0.6589 -0.4728
0.0595 -0.0609 0.1053
0.1297 0.9879 0.6252
0.0009 0.1474 0.3469
0.1567 -0.4231 -0.3400
-0.0958 -0.0052 -0.3394
-0.3150 -0.5930 0.1324
0.1631 0.1128 -0.4055
-0.4297 -0.2048 0.3013
1.3993 0.0603 0.0971
-0.8768 0.7261 0.4790
-0.6596 -0.8594 -1.0202
-0.0272 -1.1590 0.3785
2.9181 1.4658 -2.8023
-1.5284 0.4421 -1.0151
0.7406 -0.7756 2.1061
-2.2822 1.2804 0.7573
1.2833 -0.1037 0.0552
-1.0944 0.9061 0.7297
0.1836 0.1919 -1.1207
-0.0776 -2.0152 -0.3049
-0.0211 -0.5395 -0.0996
0.7244 0.2950 0.3713
-0.3159 -0.1365 0.5651
-0.0598 0.1277 -0.0673
-0.7170 0.2095 -0.4962
-0.3275 0.2944 0.3365
0.1192 0.0165 -0.2747
-0.3306 -0.5371 -0.5568
0.1248 -0.2098 0.3323
-0.2208 -0.3149 0.4838
-0.1354 -0.2976 0.5665
-0.1440 -0.0771 0.2192
0.0197 -0.0010 -0.4081
0.6777 -0.5380 0.6120
0.6636 -0.7174 0.0733
-1.0316 0.1121 -0.0197
0.1594 0.4523 -0.1682
0.1447 0.2915 -0.0420
-0.4280 0.0818 -0.1405
-0.3794 0.0971 -0.0132
0.4136 -0.1688 0.1850
0.6261 1.1188 0.4069
-0.1186 0.4417 0.4327
0.3976 -0.3614 -0.6293
0.2636 -0.8130 0.5507
1.8089 1.0665 -0.8577
-1.9468 -0.2837 -0.4569
-0.0835 1.4850 2.6878
-0.8274 -1.1200 -1.3356
1.8361 -0.4441 0.3177
-1.5741 -0.7196 0.3208
2.0575 -1.4384 -0.1520
-0.3956 2.4474 -0.1136
0.3037 -0.0859 -0.0459
-0.2234 -0.6231 -0.3971
-1.0773 1.4318 0.6022
-0.1762 -0.4936 0.0447
0.8598 0.9382 0.3119
-0.3083 0.2447 0.5375
0.1056 -0.5901 -0.8995
-0.3598 -1.2949 -0.1307
-0.2785 0.0954 -0.4050
-0.3380 0.2651 0.0628
-0.4284 0.2358 0.0637
-0.4676 -0.1224 -0.1255
-0.4879 0.8087 -1.2409
0.5487 -0.4663 -0.2607
0.3402 -0.0800 0.8738
-0.1148 0.0198 -0.4036
0.0566 0.0758 0.3763
-0.0734 -0.0974 -0.1396
0.2974 0.9137 0.0596
0.0168 -0.0530 0.1170
-0.3184 -0.5059 0.4536
0.0458 0.9642 0.1134
0.2005 -0.7373 -0.3741
-0.0310 -0.1418 -0.3022
0.3206 -0.1220 0.1419
0.6478 -0.5423 -0.0999
-0.2553 -0.0380 -0.0447
-1.3508 0.9443 0.8524
-0.0501 1.1542 -0.6732
0.2631 -0.1778 -0.3658
-0.5198 0.0966 -1.3923
1.9935 0.5644 0.0773
-0.0372 1.9056 -0.0330
-2.0206 -1.8047 0.5708
0.5909 -0.2803 0.8759
0.8751 1.2794 -1.3149
0.0393 -0.3712 -1.5351
-0.3311 -0.5028 0.7859
-0.8865 0.3650 0.0696
0.0600 -0.2024 0.2887
0.0039 -0.2756 0.1386
0.5943 -0.4985 -0.3156
-0.5489 -0.0675 -0.2504
0.3810 -0.0656 0.5201
-0.1572 -0.2232 0.0735
-0.0784 -0.2534 0.2512
-0.6525 -0.4452 -0.1952
-0.1962 -0.1178 1.3775
-0.1968 0.1995 -0.3078
0.4103 -0.6343 -0.1859
0.3423 -0.3695 0.6186
0.0708 -0.1313 -0.2172
0.0681 0.1634 0.5475
-1.0215 0.6200 -0.6402
-0.2705 -0.5635 -0.1525
0.8109 -0.6658 -0.3179
-0.1298 0.0065 -0.2757
0.1430 -0.0551 0.4943
0.4799 0.5450 0.3665
0.2603 0.0303 -0.3980
0.4646 0.0944 -0.0681
0.0364 -0.1839 0.5050
0.2512 0.0122 0.3324
0.6584 1.1466 -1.1228
0.3088 -0.6341 0.3270
-0.8649 0.1165 -0.8102
0.4181 0.8308 0.2269
-0.7540 0.3414 1.0209
0.1839 -1.8369 -0.2529
1.9711 1.1051 1.5515
-1.9268 -0.0857 -1.6787
0.1246 0.3339 0.4713
0.2170 1.1589 -2.0675
-0.2866 0.4015 0.1634
0.4617 -0.1376 0.1666
-0.2181 0.2399 -0.2603
-0.5749 -0.9510 -0.3832
-0.0546 -0.3621 1.0333
0.2374 -0.2776 -0.0221
0.2707 0.0614 -0.7943
0.3874 -0.2688 0.5621
-0.1052 -0.1810 0.5470
-0.3332 0.1442 -0.6437
0.1579 0.0533 -0.3130
0.5218 -0.0695 -0.1402
-0.6254 0.1496 0.2186
-0.0426 -0.3063 0.1873
0.2356 -0.1039 0.4487
-0.4267 -0.3710 -0.1041
-0.3029 -0.0059 0.4182
-0.2785 0.0512 0.2216
0.0934 -0.1207 -0.2204
0.1518 0.0897 -0.1894
0.1677 -0.4481 0.5019
0.4342 0.2334 0.1038
-0.2068 0.0975 -0.0504
-0.1101 -0.8506 -0.0894
0.1812 -0.5392 0.6741
0.1117 0.9181 -0.0068
1.5341 -0.6671 0.1593
-1.1770 -0.6657 -0.8710
0.1837 0.3633 -1.5432
0.6534 0.8548 1.2414
-0.6743 -2.1933 -0.0736
0.7176 -0.0877 2.0062
-0.3881 2.2869 -0.6841
-1.6924 -0.7386 -1.1571
0.0023 0.7438 0.0975
0.5857 0.1820 0.2561
-0.0859 -0.3191 0.7929
-0.4437 -0.6075 -0.4717
0.4078 0.2715 -0.0316
-0.6239 -0.1533 0.8700
0.0882 0.9886 -0.7446
0.4274 0.1439 -0.1966
-0.1046 0.8116 0.9397
1.1239 -0.1408 0.3526
-0.3844 -0.2647 -0.4317
-0.8142 0.2292 -0.2214
0.0646 0.4233 0.4505
0.3469 -1.3320 -0.1636
-0.0100 -0.6060 0.8657
0.9267 -0.6606 0.3821
-0.2571 0.3845 -0.1041
0.0212 -0.2726 0.3042
-0.2129 0.0890 0.0023
-0.0552 0.4365 -0.3974
0.0295 0.1188 -0.1095
0.0354 0.1407 0.0749
-0.3139 0.1087 -0.7024
0.0213 -0.2394 -0.4645
0.3299 -0.1086 -0.0880
0.4761 0.2671 -0.3299
-0.3946 0.3270 -0.1471
-0.0017 -0.0458 0.2370
0.8838 -0.5503 1.2473
-0.6898 2.3422 0.8642
-0.1911 -1.4061 0.8089
1.2696 -0.5240 -1.6897
-0.5786 -0.7661 0.9566
0.1189 0.1328 1.2201
-1.5509 -1.3596 -1.9247
-1.0257 1.0271 -1.2586
1.1036 -2.9131 0.8110
-0.7868 1.7312 -0.8327
0.6013 -1.0926 0.0720
-0.0708 -0.4615 -0.0072
0.0467 -0.2905 -0.4069
-0.1535 0.2088 -0.0471
0.3079 0.1518 -0.3487
-1.0223 -1.3007 0.2452
0.6841 0.5860 -1.4503
0.8484 0.5945 0.0004
0.0031 -0.0235 0.0328
-0.5731 0.5157 0.6030
-0.1906 0.0190 -0.2583
-0.0820 1.2731 -0.1930
0.0805 0.4299 -0.0647
0.2669 -0.1121 0.3391
0.7427 0.5444 0.3268
0.1197 -0.4605 0.4574
-0.1438 -0.0707 -0.3030
0.0501 0.0528 0.1922
0.4582 0.8404 -0.1064
-0.1825 0.0608 0.2868
0.0843 -0.2008 -0.0458
-0.2622 -0.3175 0.2705
-0.4600 0.2503 0.0058
0.2395 0.6759 0.2997
0.0655 -0.4289 0.5371
0.1815 0.5573 -0.6102